(1)
{"formula": "C28H77N7O7", "method": "ωB97M-V/def2-TZVPD", "species": ["C", "C", "C", "O", "C", "N", "H", "H", "H", "H", "H", "H", "H", "H", "H", "H", "H", "C", "C", "C", "O", "C", "N", "H", "H", "H", "H", "H", "H", "H", "H", "H", "H", "H", "C", "C", "C", "O", "C", "N", "H", "H", "H", "H", "H", "H", "H", "H", "H", "H", "H", "C", "C", "C", "O", "C", "N", "H", "H", "H", "H", "H", "H", "H", "H", "H", "H", "H", "C", "C", "C", "O", "C", "N", "H", "H", "H", "H", "H", "H", "H", "H", "H", "H", "H", "C", "C", "C", "O", "C", "N", "H", "H", "H", "H", "H", "H", "H", "H", "H", "H", "H", "C", "C", "C", "O", "C", "N", "H", "H", "H", "H", "H", "H", "H", "H", "H", "H", "H"], "positions_angstrom": [[6.9812, 5.8697, 7.1524], [6.3293, 6.0724, 5.8191], [4.7773, 6.3441, 5.8921], [4.0994, 5.1794, 6.2954], [2.8054, 5.4102, 6.7316], [6.9502, 7.3258, 5.2395], [7.1281, 6.7573, 7.7677], [7.9824, 5.4842, 6.9600], [6.5208, 5.0354, 7.6816], [6.4166, 5.1560, 5.2354], [4.3908, 6.7299, 4.9488], [4.5629, 7.1913, 6.5435], [2.8089, 5.5462, 7.8130], [2.2602, 4.4896, 6.5232], [2.3933, 6.2954, 6.2471], [7.8761, 7.0572, 4.9383], [6.4970, 7.5418, 4.3631], [5.4164, -5.5042, 1.0947], [6.4539, -5.5927, 2.2558], [6.1851, -4.5507, 3.3892], [6.3006, -3.2328, 2.8892], [5.5722, -2.2221, 3.5933], [6.4145, -6.9038, 2.7671], [5.6553, -4.5665, 0.5928], [4.3827, -5.4752, 1.4391], [5.4429, -6.3859, 0.4544], [7.4358, -5.5429, 1.7853], [6.7142, -4.7219, 4.3267], [5.1506, -4.7066, 3.6949], [4.5139, -2.3485, 3.3651], [5.7153, -1.2117, 3.2102], [5.7027, -2.1887, 4.6749], [5.6763, -6.9667, 3.4535], [7.2604, -7.0740, 3.2920], [-4.2994, -3.7514, -6.9128], [-5.3650, -2.9444, -7.4985], [-6.0282, -1.9857, -6.4975], [-6.4522, -2.5267, -5.2730], [-7.1372, -1.6558, -4.3621], [-4.8110, -2.2240, -8.6625], [-3.8759, -4.3923, -7.6861], [-4.7781, -4.2524, -6.0714], [-3.4320, -3.1656, -6.6088], [-6.1306, -3.6188, -7.8824], [-6.7631, -1.5120, -7.1483], [-5.3498, -1.1631, -6.2711], [-7.8177, -2.1760, -3.6879], [-7.7737, -1.0399, -4.9974], [-6.5418, -0.9486, -3.7846], [-4.1301, -2.8812, -9.0154], [-5.4569, -2.0491, -9.4190], [-7.2690, -0.1393, 6.8921], [-7.8842, 0.8009, 5.8551], [-7.6739, 0.1801, 4.4378], [-6.2871, 0.1677, 4.0901], [-5.7156, 1.4055, 3.5873], [-9.3094, 1.0926, 6.1948], [-7.7649, -1.0890, 7.0924], [-7.3417, 0.3240, 7.8761], [-6.2454, -0.2869, 6.5476], [-7.3136, 1.7296, 5.8434], [-8.2526, 0.7660, 3.7238], [-8.0252, -0.8495, 4.3705], [-5.4748, 1.9897, 4.4755], [-6.4256, 1.9964, 3.0086], [-4.7803, 1.1231, 3.1040], [-9.7921, 1.3938, 5.3602], [-9.6186, 0.1937, 6.5359], [-0.6922, -8.0850, -3.0385], [0.0567, -8.6342, -4.2494], [1.3148, -7.7836, -4.5345], [0.9683, -6.5434, -5.2253], [2.0596, -5.8382, -5.8370], [0.2879, -10.0430, -4.0181], [-1.6739, -8.5584, -3.0534], [-0.8679, -7.0134, -3.1332], [-0.2105, -8.3280, -2.0914], [-0.5652, -8.5131, -5.1364], [1.9118, -8.4315, -5.1763], [2.0436, -7.6531, -3.7345], [2.3140, -6.4220, -6.7216], [2.9322, -5.8743, -5.1848], [1.7160, -4.8232, -6.0363], [-0.6174, -10.4540, -4.1958], [0.5482, -10.1887, -3.0532], [-0.8022, 7.1452, -1.8459], [0.4532, 8.0637, -1.8366], [0.8680, 8.5872, -3.2299], [2.0892, 9.3111, -3.0456], [2.5349, 10.0797, -4.1677], [0.1501, 9.1803, -0.9331], [-0.6021, 6.1841, -2.3196], [-1.6430, 7.5569, -2.4043], [-1.0480, 6.9014, -0.8124], [1.2427, 7.4023, -1.4798], [0.0381, 9.2101, -3.5637], [1.0648, 7.7635, -3.9160], [3.4033, 10.7085, -3.9708], [1.7489, 10.7895, -4.4258], [2.5080, 9.4638, -5.0666], [-0.6795, 9.5647, -1.3623], [0.8962, 9.8377, -1.1097], [-1.3009, -1.3623, -1.2604], [0.2218, -0.9643, -1.4315], [0.8956, -0.3186, -0.2106], [0.4118, 0.9829, 0.1175], [1.3396, 1.7871, 0.8900], [0.9903, -2.1487, -1.7724], [-1.7380, -1.8287, -2.1433], [-1.8370, -0.4487, -1.0035], [-1.4263, -2.1378, -0.5047], [0.2928, -0.3414, -2.3231], [1.9738, -0.2179, -0.3344], [0.8020, -0.9950, 0.6390], [0.7611, 2.6686, 1.1663], [2.1917, 2.0710, 0.2724], [1.6073, 1.3715, 1.8614], [0.7963, -2.6360, -2.6356], [0.8140, -2.8464, -1.0638]], "forces_ev_per_angstrom": [[0.661, -1.127, 0.247], [-1.657, 1.989, -0.110], [1.137, 0.237, 0.333], [1.366, -0.072, -0.589], [-0.247, -0.309, 0.412], [-0.443, -1.437, -0.097], [-0.537, 0.035, -0.118], [0.321, 0.100, -0.043], [-0.319, 0.269, 0.297], [0.303, 0.043, -0.344], [0.064, -0.396, -0.666], [0.243, -0.014, 0.705], [-0.181, 0.268, 0.212], [-0.405, 0.275, -0.121], [-0.433, -0.129, -0.068], [0.464, 0.134, 0.157], [-0.340, 0.134, -0.210], [0.485, 0.725, 0.779], [-0.700, 0.848, -0.892], [-0.801, 0.232, -1.024], [0.542, 0.899, 0.359], [-0.854, -0.371, -0.556], [0.078, -1.677, 1.308], [-0.402, -0.163, -0.492], [-0.033, 0.251, 0.369], [0.568, 0.205, -0.098], [0.134, 0.812, 0.132], [0.855, 0.009, -0.142], [-0.550, -0.178, -0.102], [-0.384, -0.417, 0.356], [0.966, -0.236, -0.273], [0.295, -0.332, 0.062], [-0.383, -0.336, 0.090], [0.179, -0.266, 0.121], [0.954, -0.597, 0.560], [-1.091, 0.625, -0.616], [0.767, 1.426, -0.608], [-0.326, -1.019, 0.601], [-0.598, 0.573, -1.637], [0.299, 0.188, 0.559], [-0.276, -0.714, 0.259], [0.718, -0.505, 0.042], [-0.203, 0.325, 0.437], [-0.365, -0.268, 0.323], [-1.111, 0.155, 0.580], [0.547, 0.069, -0.132], [0.439, -0.541, -0.148], [-0.329, 0.316, 0.123], [0.676, -0.314, -0.056], [0.236, 0.301, -0.444], [-0.329, -0.024, 0.163], [-0.044, 0.883, 0.299], [-0.554, -0.842, -0.448], [0.436, 0.818, 0.486], [-0.247, 0.175, -0.752], [-0.504, -0.924, 1.743], [1.807, -0.374, -0.035], [-0.214, -0.223, -0.851], [0.578, 0.330, 0.034], [0.072, -0.270, 0.542], [-0.024, 0.141, 0.192], [-0.035, 0.173, -0.327], [0.036, -0.077, 0.199], [0.253, 0.396, -0.087], [0.106, -0.263, -0.469], [-0.330, 0.205, -0.335], [-0.394, -0.238, 0.024], [-0.939, 0.088, -0.217], [-0.873, 0.389, -0.655], [0.265, 1.846, 1.213], [0.541, -0.460, -1.742], [-0.128, -0.726, 1.209], [-0.523, -1.586, 0.607], [0.505, -0.088, -0.981], [-0.169, -0.007, 0.335], [0.135, 0.110, 0.199], [0.198, 0.107, -0.067], [0.020, -0.070, -0.069], [0.068, 0.028, -0.794], [-0.542, 0.580, 0.800], [0.195, 0.477, -0.458], [0.105, 0.416, 0.139], [0.188, -0.189, -0.108], [0.135, -0.612, 0.296], [-0.119, -0.199, 0.081], [0.825, -0.151, -0.500], [-0.890, -0.926, -0.424], [0.570, -0.358, 0.921], [0.293, 0.420, 0.053], [-2.172, -0.047, -0.096], [0.582, -0.683, -0.458], [0.236, -0.019, -0.159], [-0.159, 0.304, 0.297], [-0.269, 0.323, -0.061], [0.358, 0.474, 0.365], [0.066, 0.327, -0.480], [-0.239, -0.102, -0.267], [0.269, -0.848, 0.155], [-0.298, 0.475, 0.180], [1.059, -0.256, -0.078], [-0.327, 0.549, 0.275], [0.098, 0.513, 0.281], [1.057, 0.842, 0.332], [-1.274, -0.871, -1.018], [0.290, 0.510, 0.189], [0.158, -0.007, 0.382], [-1.496, -0.142, -0.499], [0.984, -0.723, 0.807], [0.301, 0.392, -0.376], [-0.405, -0.222, 0.132], [0.145, 0.255, 0.471], [-0.007, 0.548, 0.268], [0.154, -0.289, -0.659], [-0.339, -0.179, 0.339], [0.112, 0.197, -0.326], [0.193, -0.117, 0.183], [0.322, -0.609, -0.193], [-0.392, 0.619, -0.281], [0.193, -0.215, 0.244]], "e_above_lowest_kcal_mol": 97.8, "homo_lumo_gap_ha": 0.3506, "smiles": "COC[C@H](C)N.COC[C@H](C)N.COC[C@H](C)N.COC[C@H](C)N.COC[C@H](C)N.COC[C@H](C)N.COC[C@H](C)N"}



(2)
{"formula": "C22H50BrN6O2", "method": "ωB97M-V/def2-TZVPD", "species": ["C", "C", "N", "C", "C", "N", "C", "C", "H", "H", "H", "H", "H", "H", "H", "H", "H", "H", "H", "C", "C", "N", "C", "C", "N", "C", "C", "H", "H", "H", "H", "H", "H", "H", "H", "H", "H", "H", "C", "N", "C", "C", "C", "C", "O", "H", "H", "H", "H", "H", "H", "H", "H", "H", "H", "H", "H", "H", "H", "C", "N", "C", "C", "C", "C", "O", "H", "H", "H", "H", "H", "H", "H", "H", "H", "H", "H", "H", "H", "H", "Br"], "positions_angstrom": [[-9.3644, -3.4874, -21.6930], [-8.6144, -4.6281, -22.4528], [-8.5359, -5.8987, -21.7507], [-8.5452, -7.1894, -22.2548], [-8.4087, -8.1169, -21.2651], [-8.5576, -7.3977, -20.0570], [-8.5918, -6.0406, -20.3222], [-8.4618, -7.9645, -18.7576], [-9.7595, -2.8132, -22.4529], [-8.7571, -2.8317, -21.0689], [-10.1927, -3.9600, -21.1650], [-7.6147, -4.2546, -22.6750], [-9.2106, -5.0151, -23.2791], [-8.5668, -7.3628, -23.3206], [-8.3809, -9.1849, -21.4230], [-8.7443, -5.2626, -19.5888], [-9.4284, -8.3432, -18.4255], [-8.1212, -7.2467, -18.0114], [-7.8048, -8.8251, -18.6321], [-12.1951, -0.6369, -16.7289], [-12.8465, -0.7540, -18.0888], [-14.2832, -0.9277, -17.9413], [-15.1394, 0.0412, -17.4889], [-16.4141, -0.5447, -17.5125], [-16.3408, -1.7770, -18.0916], [-14.9723, -2.0247, -18.3652], [-17.4310, -2.6614, -18.2727], [-12.3788, -1.4322, -16.0064], [-12.5385, 0.3508, -16.4211], [-11.1126, -0.5108, -16.7481], [-12.4527, -1.6838, -18.4992], [-12.6695, 0.2329, -18.5162], [-14.8336, 0.9600, -17.0106], [-17.3213, -0.2993, -16.9805], [-14.7046, -2.9057, -18.9295], [-17.0787, -3.6394, -17.9450], [-17.6711, -2.4151, -19.3071], [-18.2344, -2.5004, -17.5538], [-12.5351, -6.1915, -21.6558], [-13.2367, -7.4872, -21.2076], [-14.1220, -8.0451, -22.3782], [-12.1629, -8.5422, -20.9493], [-14.3167, -7.3490, -20.0856], [-14.1656, -6.2849, -18.9703], [-13.1387, -6.6378, -18.0593], [-13.3105, -5.4587, -21.8791], [-12.0772, -6.2414, -22.6437], [-11.7245, -5.8689, -21.0024], [-13.4175, -8.2104, -23.1933], [-14.8748, -7.3423, -22.7351], [-14.5007, -9.0572, -22.2358], [-11.4099, -8.4098, -21.7263], [-12.6074, -9.5374, -20.9518], [-11.8700, -8.3693, -19.9138], [-14.3904, -8.3238, -19.6033], [-15.2961, -7.2163, -20.5451], [-15.1021, -5.9751, -18.5065], [-13.8352, -5.3453, -19.4129], [-12.4732, -5.9464, -18.0852], [-8.8102, -2.8804, -14.0569], [-9.0959, -4.2936, -13.5422], [-9.0211, -4.2810, -11.9793], [-10.6243, -4.6761, -13.8884], [-8.1252, -5.4099, -14.0833], [-7.8972, -5.3559, -15.6538], [-7.2404, -4.1892, -16.0352], [-9.5543, -2.1703, -13.6963], [-9.0185, -2.8661, -15.1267], [-7.7995, -2.5106, -13.8841], [-9.8058, -3.6063, -11.6372], [-7.9757, -4.1187, -11.7171], [-9.1388, -5.3344, -11.7253], [-10.7586, -5.6011, -13.3276], [-10.7591, -4.6347, -14.9692], [-11.0338, -3.7729, -13.4361], [-8.6569, -6.3049, -13.7603], [-7.1413, -5.3559, -13.6173], [-8.8052, -5.3436, -16.2567], [-7.3432, -6.2560, -15.9203], [-7.0500, -4.1947, -16.9761], [-10.9910, -4.1814, -17.9494]], "forces_ev_per_angstrom": [[-0.049, -0.933, -0.898], [-0.627, 0.631, 0.131], [-0.461, -1.724, 5.856], [0.939, 0.528, -0.426], [-1.339, 1.854, 0.191], [1.247, 1.744, -2.240], [0.234, -2.536, -3.444], [-0.444, -0.763, 2.222], [-0.145, -0.135, -0.076], [0.135, -0.582, 0.281], [-0.079, 0.494, 0.348], [-0.059, -0.482, -0.584], [0.353, 1.213, -0.826], [0.164, 0.064, 0.026], [0.114, 0.046, 0.638], [0.033, 0.080, 0.002], [-0.207, 0.223, -0.058], [-0.141, 0.215, -0.300], [0.302, 0.150, -0.831], [0.142, 1.117, 0.731], [0.956, -0.784, 1.049], [-1.146, -1.055, -1.428], [-1.985, -1.686, 0.662], [1.099, 0.409, 0.331], [4.963, 1.674, 1.322], [-3.035, 1.759, 0.988], [-0.225, -0.590, -0.015], [-0.457, 0.078, -0.178], [-0.043, -0.178, 1.109], [0.023, -0.198, -0.638], [0.020, 0.481, -1.019], [0.095, -0.639, -1.060], [0.115, -0.123, -0.236], [0.010, 0.570, -0.402], [0.677, 0.274, 0.261], [-0.147, -0.388, -1.088], [-0.999, -1.355, 0.010], [-0.058, 0.706, -0.331], [-0.985, -0.145, -0.518], [-1.352, -0.442, -1.263], [1.895, 0.232, -0.957], [-1.126, 0.616, 0.878], [-0.247, 0.301, 1.236], [1.994, 0.476, -0.953], [-1.124, -1.003, -0.238], [0.022, 0.261, 0.846], [0.008, -1.137, -0.094], [-0.623, -0.046, 0.636], [0.078, 0.285, -0.193], [0.075, 0.025, 0.513], [-0.261, 0.347, 0.968], [0.070, -0.171, 0.366], [-0.059, 0.119, -0.344], [0.680, 0.146, -0.212], [0.346, -0.129, -0.091], [0.292, 0.235, -0.424], [-0.312, -0.946, 0.184], [-0.023, 0.252, -0.526], [0.599, 0.643, 0.267], [-0.792, -0.389, -0.892], [0.131, 0.039, 0.140], [0.617, -1.268, -2.164], [2.976, 1.693, 0.864], [-0.918, 1.322, -1.357], [-1.074, -0.249, 0.658], [1.050, 0.702, 0.592], [0.091, -0.269, 0.796], [0.397, -0.320, -0.048], [-0.094, -0.490, 0.248], [0.491, -0.134, 0.344], [-0.273, 0.915, 0.149], [-0.697, 0.153, 0.418], [-0.592, 0.154, -0.448], [-0.007, -0.496, 0.081], [-1.019, -0.590, -0.001], [0.383, -0.239, -0.331], [-0.214, 0.338, 0.278], [-0.710, -0.562, 0.514], [0.242, -0.186, 0.233], [0.003, -0.063, -0.012], [0.092, -0.136, -0.218]], "charge": 3, "e_above_lowest_kcal_mol": 85.4, "homo_lumo_gap_ha": 0.3209}



(3)
{"formula": "C8H7FN3OS", "method": "ωB97M-V/def2-TZVPD", "species": ["C", "C", "C", "C", "C", "C", "C", "C", "N", "N", "N", "O", "F", "S", "H", "H", "H", "H", "H", "H", "H"], "positions_angstrom": [[1.3634, 2.5924, -1.1409], [0.0671, 2.4253, -0.8504], [2.1950, 1.4757, -1.2082], [-0.4967, 1.1468, -0.6384], [1.6248, 0.2523, -1.1388], [0.2873, 0.0319, -0.7650], [-0.3051, -1.3199, -0.5553], [-0.8985, -1.4912, 0.7617], [-0.0750, -2.1610, -1.4213], [-1.8801, -2.1164, 1.1201], [-2.5144, -2.0684, 2.2763], [0.1306, -2.9089, -2.3054], [0.3420, -0.8197, 3.4539], [0.3945, 0.0719, 2.0867], [1.9114, 3.5501, -1.5022], [-0.5525, 3.2188, -0.8485], [3.2165, 1.6911, -1.5258], [-1.4474, 1.0045, -0.2379], [2.2350, -0.5737, -1.0975], [-3.4156, -2.4894, 2.4643], [-2.1824, -1.5122, 3.0724]], "forces_ev_per_angstrom": [[3.141, 1.411, -1.543], [-0.583, -2.451, 0.255], [0.030, 1.243, -1.046], [1.034, 0.688, 0.277], [-0.574, -0.906, 1.071], [1.028, 1.158, -1.337], [0.693, 1.540, 1.158], [2.585, 2.360, 1.716], [0.568, -2.587, -2.838], [-2.686, -0.800, 1.271], [0.668, 0.504, 0.745], [-0.594, 1.594, 2.100], [0.013, 0.381, -0.433], [-1.837, -2.528, -1.015], [-1.691, -1.299, 1.160], [-2.105, 2.587, 0.261], [-0.103, -0.754, 0.415], [-1.823, 0.287, 0.164], [1.527, -1.940, -0.485], [0.338, -0.412, -1.079], [0.371, -0.078, -0.816]], "charge": 1, "homo_lumo_gap_ha": [0.2161, 0.2161]}



Calculated total energy per entry: -2022.7155; -3920.2905; -1046.0616 a.u.